ORCA calculation (wB97M-V/def2-TZVPD) on the molecule C6H9N.

Element x y z (Å)
H (1.1763, -2.2469, 0.6720)
N (0.6054, -1.4094, 0.5524)
C (1.3164, -0.4572, 0.0892)
C (2.7746, -0.5754, -0.2852)
C (0.6622, 0.8462, -0.2145)
C (-0.5990, 1.0157, 0.1073)
C (-1.8321, 1.0084, 0.5268)
C (-2.9700, 0.2763, -0.1345)
H (2.8636, -0.6779, -1.3738)
H (3.3469, 0.3102, 0.0095)
H (3.2225, -1.4587, 0.1797)
H (1.2281, 1.6100, -0.7460)
H (-2.0315, 1.4961, 1.4799)
H (-3.3061, -0.5193, 0.5419)
H (-3.8263, 0.9299, -0.3287)
H (-2.6556, -0.1950, -1.0690)

Computed properties:
- SMILES string = [H]/N=C(\C)C=C=CC
- HOMO (eV) = -9.1
- E (Ha) = -288.7055
- Kohn-Sham gap (eV) = 10.0

---

ORCA calculation (wB97M-V/def2-TZVPD) on the molecule C6H9N.

Element x y z (Å)
C (2.6616, 0.5523, 2.2218)
C (1.6650, -0.0407, 1.3290)
C (0.8230, -0.5156, 0.6087)
C (-0.2054, -1.0724, -0.2746)
C (-1.4779, -0.2496, -0.3351)
C (-1.5742, 0.7801, -1.3880)
N (-2.2310, -0.5218, -1.5567)
H (2.1692, 1.0263, 3.0769)
H (3.2474, 1.3162, 1.7006)
H (3.3505, -0.2083, 2.6020)
H (-0.4551, -2.0992, 0.0197)
H (0.1730, -1.1345, -1.3027)
H (-2.0186, -0.1157, 0.6028)
H (-0.6852, 0.9636, -1.9892)
H (-2.2374, 1.6288, -1.2994)
H (-3.2255, -0.4002, -1.3817)

Computed properties:
- SMILES string = CC#CC[C@H]1CN1
- HOMO (eV) = -9.4
- E (Ha) = -288.6774
- Kohn-Sham gap (eV) = 10.4

---

ORCA calculation (wB97M-V/def2-TZVPD) on the molecule C6H9N.

Element x y z (Å)
C (-2.4459, -0.4854, -0.0856)
C (-1.0067, -0.2076, 0.1646)
C (0.0367, -0.9012, 0.6348)
C (1.0298, 0.1934, 0.2201)
C (2.2698, -0.0617, -0.5792)
N (0.7389, 1.4512, 0.8819)
C (-0.1417, 0.9961, -0.2069)
H (-3.0884, 0.3621, 0.1750)
H (-2.7753, -1.3783, 0.4539)
H (-2.5808, -0.6734, -1.1590)
H (0.1515, -1.8416, 1.1656)
H (3.0682, -0.5102, 0.0217)
H (2.0222, -0.7614, -1.3868)
H (2.6404, 0.8672, -1.0215)
H (0.3202, 1.3186, 1.8012)
H (-0.2391, 1.6322, -1.0799)

Computed properties:
- SMILES string = CC1=C[C@]2(C)N[C@H]12
- HOMO (eV) = -8.3
- E (Ha) = -288.6690
- Kohn-Sham gap (eV) = 9.4

---

What are the relative energy (zero: lowest compared OMol25 entry of this formula, charge and spin) values for these records? In order: 2.083 2.847 3.076 eV.